17
Properties=species:S:1:pos:R:3:forces:R:3:mulliken_charge:R:1 method="wB97M-V/def2-TZVPD" e_above_lowest_kcal_mol=16.5 smiles="C=NC(C)(C)C" e_lumo_ev=1.019 homo_energy_ha=-0.349
N 0.7911 0.0021 1.1430 -0.28 0.09 0.38 -0.52
C -0.9121 1.0260 -0.5144 0.04 0.00 0.03 -1.82
C -0.5541 -1.4151 -0.0884 -0.11 -0.17 -0.15 -1.60
C 0.2800 0.6426 2.1003 -0.06 -0.12 -0.16 -0.34
C 0.1383 -0.0455 -0.1669 -0.20 -0.13 -0.02 1.84
C 1.2583 -0.1212 -1.1978 0.14 0.01 0.02 -1.56
H -0.8711 -1.7344 -1.0837 -0.06 -0.05 0.05 0.35
H -0.5399 1.3614 1.9863 -0.05 -0.16 0.09 0.22
H -0.5517 2.0578 -0.4211 0.12 -0.22 0.01 0.39
H 1.9063 -0.9492 -0.8974 0.05 0.12 -0.18 0.38
H 0.1473 -2.1471 0.3254 -0.13 0.07 -0.18 0.44
H 0.8836 -0.3063 -2.2116 0.01 0.09 0.21 0.35
H 1.8566 0.7957 -1.1879 -0.09 -0.08 -0.09 0.36
H -1.8215 0.9287 0.0918 0.22 0.01 -0.01 0.44
H -1.4260 -1.3765 0.5762 0.15 0.04 -0.14 0.36
H 0.6333 0.4043 3.1026 0.20 0.48 -0.01 0.28
H -1.2183 0.8766 -1.5566 0.07 0.04 0.17 0.41

***

62
Properties=species:S:1:pos:R:3:forces:R:3:mulliken_charge:R:1 method="wB97M-V/def2-TZVPD" e_lumo_ev=1.541 homo_energy_ha=-0.152 total_charge=-1
Cl -3.7425 -4.6434 3.5523 0.82 0.65 -0.19 -0.29
S -2.8217 -3.0017 2.5590 -3.48 3.42 -5.56 1.02
O -2.5591 -3.4447 1.0993 -0.22 0.87 5.71 -0.47
O -1.1744 -0.8065 0.4951 -3.30 4.68 3.81 -0.14
O -6.6248 5.1254 -1.8233 0.30 -0.41 0.37 -0.60
O -3.9075 -1.8591 2.6081 4.44 -4.29 0.75 -0.54
O 4.1110 0.4063 -0.1087 1.09 0.28 -0.90 -0.48
N -2.1819 1.4612 1.7055 4.68 -10.22 -3.08 -0.68
N 1.2907 -3.5773 -3.7180 -1.36 3.23 4.92 -0.54
N -5.5622 3.3407 -0.8027 -0.56 1.64 0.06 0.13
N 5.0940 1.7051 -1.7527 0.31 -1.08 0.77 0.13
C 6.2453 1.9424 -2.5984 -0.30 0.02 0.13 -0.96
C 0.9484 0.6891 0.0546 1.46 0.67 0.05 0.08
C 0.0270 -3.4931 3.2203 -0.58 -1.18 -1.48 -0.73
C 0.7743 -3.1126 1.7819 0.47 -0.46 0.88 -0.33
C 2.3187 -3.2573 -2.6704 -1.88 1.66 1.43 -0.34
C 1.0190 2.0804 2.4801 0.63 -1.76 -1.18 -0.72
C 3.9539 2.5923 -1.8592 -0.29 -0.13 0.23 -0.84
C -0.5455 -2.0716 -2.1882 4.51 -1.70 -0.26 -0.48
C -4.8433 2.8430 0.3516 0.10 -0.17 -0.17 -0.85
C 1.0653 -1.5098 1.5927 1.39 -1.30 0.90 -0.66
C 0.6140 -1.7141 -1.0481 0.61 -3.07 -3.89 0.27
C -6.0126 4.6409 -0.8801 0.16 -1.04 -0.34 0.11
C -0.0738 -3.0121 -3.4438 1.04 1.21 2.22 -0.29
C 2.1363 -2.3505 -1.3182 -3.61 -1.04 -3.23 -0.24
C -1.2882 -2.5539 3.5409 1.46 -0.28 2.35 -0.25
C 1.6877 1.3519 1.3651 -0.54 1.74 1.41 -0.01
C -1.6461 0.3243 1.3103 -2.99 5.56 -0.74 0.20
C -5.8148 2.4414 -1.9098 -0.13 0.23 -0.14 -0.95
C 5.0498 0.6633 -0.8516 -0.59 0.48 -0.13 0.01
B 0.2918 -0.8048 0.3244 2.13 -0.32 -0.61 0.85
H 0.7812 -3.5851 4.1214 -1.74 0.72 -1.65 0.34
H 6.6391 2.9408 -2.3875 0.15 -0.05 -0.17 0.34
H 3.0257 -2.1842 -0.5487 -2.15 -0.37 -1.95 0.22
H -1.6637 -1.6849 -2.0502 2.80 -1.04 -0.39 0.21
H -5.3563 2.8525 -2.8141 -0.12 -0.18 -0.02 0.30
H -1.5499 -2.7377 4.6909 0.08 0.38 -2.61 0.41
H 2.2334 -1.4005 1.3722 -2.38 -0.14 0.67 0.10
H -0.9248 -3.2776 -4.2389 2.27 0.52 1.79 0.26
H -5.7670 5.2368 0.0142 0.06 -0.13 0.04 0.26
H 3.7742 3.0594 -0.8862 -0.18 0.01 -0.16 0.29
H 2.8747 1.2543 1.4442 -2.63 1.38 -1.14 0.16
H -4.7238 3.6240 1.1076 -0.03 -0.10 -0.18 0.30
H -1.1016 -1.4020 3.4386 -0.65 -2.22 -0.35 0.07
H -3.8557 2.4989 0.0316 -0.08 -0.04 0.34 0.31
H 3.0722 2.0071 -2.1373 -0.02 0.24 0.07 0.26
H -5.4005 1.4505 -1.7043 -0.04 0.26 0.07 0.35
H 4.1353 3.3652 -2.6112 0.08 -0.19 0.12 0.37
H 0.2980 1.4415 3.1824 0.39 2.14 -2.38 0.13
H 5.9674 0.0523 -0.8526 0.07 0.07 -0.11 0.24
H -5.4023 2.0080 0.7833 0.24 0.01 0.13 0.31
H 1.8333 -3.6608 1.8027 -2.40 0.89 -0.07 0.20
H 3.4107 -3.7080 -2.8470 -2.75 0.98 0.20 0.24
H 7.0281 1.2015 -2.4145 -0.18 0.08 0.02 0.28
H -0.3989 -4.5959 3.0546 0.87 2.24 0.55 0.25
H -6.8950 2.3641 -2.0663 0.12 -0.10 -0.15 0.30
H 0.1967 1.4512 -0.4558 1.46 -1.33 1.42 0.16
H 0.8860 -1.0006 2.6324 0.35 -0.64 -1.84 0.44
H 5.9334 1.8830 -3.6450 0.22 0.05 -0.03 0.34
H 0.1175 -3.6024 0.9450 1.32 1.19 1.45 0.22
H 1.8083 0.5199 -0.7539 -1.67 0.52 1.95 -0.28
H 1.1953 3.2340 2.7243 0.72 -3.04 0.27 0.18

***

26
Properties=species:S:1:pos:R:3:forces:R:3:mulliken_charge:R:1 method="wB97M-V/def2-TZVPD" e_above_lowest_kcal_mol=38.6 smiles="CC1=CC[C@@H]([SiH](C)C)C=C1" e_lumo_ev=0.876 homo_energy_ha=-0.273
Si 0.8957 -0.5211 2.2952 -2.26 1.96 -2.39 0.49
C 0.7502 -0.7637 -0.7551 1.37 -1.01 -1.50 -0.20
C -1.7080 0.3958 -1.6931 2.23 -1.44 1.53 -0.77
C -0.7585 0.0093 -2.5882 -1.32 -0.66 1.39 0.87
C -0.0356 -0.0425 0.2996 2.56 -0.18 1.35 0.05
C -1.4750 0.0099 -0.1162 -0.42 4.10 -1.89 -0.55
C 2.2875 0.7692 2.3129 1.30 -0.21 0.26 -0.96
C -0.7315 0.2900 -4.0547 1.16 0.34 -1.02 -1.17
C -0.4875 -0.2557 3.5545 0.83 3.47 0.42 -1.05
C 0.3138 -0.8598 -2.0700 1.87 0.08 1.36 -0.74
H -2.6882 0.7670 -1.8864 -0.29 0.73 -0.51 0.36
H 0.1995 1.0468 -4.2476 -2.14 -2.09 0.01 0.23
H -1.9483 -0.8941 -0.0280 -1.32 -2.37 0.73 0.34
H 2.9354 0.6758 1.3878 -0.70 -0.09 0.97 0.28
H 1.8167 -1.1800 -0.4803 -2.29 0.45 -0.57 0.13
H 1.2574 -1.8809 2.1179 0.61 -1.14 0.20 -0.15
H 1.8196 1.7834 2.2272 0.46 -0.76 0.48 0.32
H 0.8657 -1.4966 -2.8244 -0.46 0.96 1.01 0.27
H 3.0126 0.6658 3.2265 -1.48 0.43 -1.59 0.31
H 0.4536 0.9364 0.4332 -0.55 0.37 -0.54 0.02
H -0.6989 -0.7001 -4.6700 0.46 1.84 0.96 0.31
H -0.4055 0.7515 4.1863 0.07 -1.86 -1.56 0.28
H -1.6541 0.7941 -4.3520 0.19 0.14 -0.06 0.33
H -2.0444 0.8499 0.3931 0.56 -1.28 -0.10 0.32
H -1.4273 -0.1788 3.0267 -0.29 -0.15 -0.13 0.32
H -0.5447 -0.9716 4.3052 -0.17 -1.64 1.19 0.38

***

142
Properties=species:S:1:pos:R:3:forces:R:3:mulliken_charge:R:1 method="wB97M-V/def2-TZVPD" e_above_lowest_kcal_mol=0.0 smiles="CCOC(=O)C(F)(F)F.CCOC(=O)C(F)(F)F.CCOC(=O)C(F)(F)F.CCOC(=O)C(F)(F)F.CCN(CC)CC.CCN(CC)CC.CCN(CC)CC.CC(C)=O.CC(C)=O" e_lumo_ev=0.436 homo_energy_ha=-0.299
F -6.6789 15.4769 4.8027 -0.64 -0.28 0.70 -0.29
F -6.6878 16.3497 2.8483 -0.71 0.26 -0.88 -0.27
F -3.3189 11.8949 -1.1957 0.09 0.03 -0.10 -0.26
F -3.6294 13.5127 0.2138 0.14 -0.03 -0.09 -0.38
F -2.8580 16.0318 -2.5155 0.90 0.50 -1.01 -0.25
F 2.1219 23.7392 -2.0496 -0.53 0.33 -0.58 -0.24
F -2.4587 15.9825 -4.6662 -0.55 -0.11 -0.62 -0.29
F -5.3320 12.6167 -0.7879 0.39 0.03 0.00 -0.29
F 4.1175 23.7188 -1.2761 -0.02 0.00 0.26 -0.26
F 2.4067 23.9661 0.0871 0.47 -0.41 -0.78 -0.26
F -4.9290 15.5058 3.6469 2.50 -1.47 -0.65 -0.20
F -1.3640 17.3992 -3.4729 -0.60 -0.66 0.28 -0.23
O 3.2925 21.2894 0.1061 1.18 -0.69 1.56 -0.54
O -1.1411 13.9620 -3.2762 -1.68 -5.45 -0.55 -0.53
O 0.2490 15.5718 -2.8846 1.61 2.34 0.19 -0.25
O -4.1205 11.7510 2.0343 0.79 1.02 1.75 -0.23
O 3.2666 15.9329 0.3448 -1.46 0.18 -3.63 -0.45
O -4.7441 18.2312 4.0574 6.09 3.75 -3.72 -0.28
O -6.2959 17.9072 5.4837 -1.46 0.62 2.45 -0.35
O 0.6576 13.9217 4.6122 -0.06 -0.11 0.01 -0.62
O 2.0872 21.2534 -1.7095 -1.57 -0.86 -3.04 -0.25
O -4.7410 10.2787 0.5632 -2.01 -5.86 -1.78 -0.47
N -2.4691 22.1857 4.3554 -0.11 -0.58 -0.01 0.03
N -2.1217 18.4123 0.3652 -1.34 0.26 -0.28 0.83
N -6.8054 20.1789 -1.1250 0.05 -0.68 -0.73 0.16
C 4.7698 15.0617 1.8739 0.47 0.01 -0.15 -1.45
C -0.8637 15.0724 -3.2308 -1.30 3.80 -0.31 0.24
C -0.0012 13.9369 2.3381 1.66 -0.51 -0.56 -0.20
C -4.1202 12.3632 -0.2470 -0.46 0.38 -0.06 1.12
C -5.9696 16.1893 3.9459 -0.97 1.15 0.56 0.85
C -3.9892 23.0685 6.1479 -0.30 -0.23 0.11 -1.52
C 2.8568 23.3382 -1.0402 0.12 0.22 1.03 0.88
C 3.0523 16.8967 2.4703 -0.42 -0.13 -0.07 -0.70
C -6.4780 20.3681 5.4149 0.02 0.17 0.32 -0.69
C -1.3995 20.5974 -0.4294 0.00 0.06 -0.20 -1.73
C -1.6957 13.7525 4.1803 0.20 -0.15 -0.18 -0.25
C 1.1857 19.3242 -2.7995 0.23 0.55 -0.41 -0.89
C -7.0586 22.4490 -2.0485 -0.37 0.55 0.06 -1.45
C -5.9270 19.0149 -1.1089 -0.39 -0.60 -0.29 -0.30
C 2.7882 21.8071 -0.8274 0.68 2.31 1.37 0.41
C -2.6762 20.7248 4.6123 -0.14 0.58 -0.39 1.10
C -1.8939 16.1503 -3.4965 -0.62 1.00 0.93 0.97
C -3.0761 16.2321 0.9926 -0.08 -0.42 -0.63 -0.79
C -5.5767 11.2211 3.9138 0.23 0.44 -1.09 -1.07
C 3.6837 15.9933 1.4385 0.91 -0.10 3.16 0.89
C -4.2968 10.8525 3.1495 -0.35 0.36 1.07 -0.24
C 0.7629 14.1952 -1.0277 0.04 -0.13 0.60 -0.67
C -6.5475 17.8087 -0.3998 0.20 0.27 -0.40 -1.26
C -2.9518 17.6990 1.3058 -0.17 -0.11 1.02 1.02
C -6.0664 20.9918 1.1351 0.63 -0.49 -0.21 0.30
C -1.4060 19.9727 4.9639 0.01 -0.24 0.23 -1.59
C -5.5528 17.5756 4.4915 -4.53 -3.81 1.78 0.20
C 2.0162 19.8412 -1.6502 -0.61 -1.68 0.51 0.12
C -7.2127 20.6198 0.1615 0.02 0.36 1.71 -1.91
C -5.9195 19.1590 6.1501 -0.77 0.21 -0.22 -0.25
C -4.3338 11.3045 0.8428 1.08 4.19 0.19 0.12
C -6.2376 21.2018 -1.9590 1.22 0.14 0.08 0.06
C -0.8752 17.7880 0.0527 0.31 -0.47 -0.70 0.59
C -2.0309 22.3777 2.9567 -0.56 -1.08 0.55 0.79
C -3.6745 22.9492 4.6666 -0.47 -0.30 -0.49 0.37
C 1.1293 14.6128 -2.4160 2.11 -1.12 0.57 -0.60
C -0.2419 13.8561 3.8066 -0.09 0.55 0.49 0.26
C -2.0479 19.8180 0.6956 0.74 0.23 0.03 1.25
C 0.0662 17.7335 1.2158 1.00 0.56 0.69 -0.26
C -1.7584 23.8031 2.5931 0.39 0.49 -0.25 -1.75
H -3.7948 15.7101 1.6095 -0.24 0.20 0.25 0.59
H -1.6515 18.9138 5.1335 0.09 0.19 -0.17 0.34
H -0.9634 20.3434 5.8904 -0.02 0.13 -0.07 0.39
H -3.4165 16.1204 -0.0426 0.17 -0.11 0.07 -0.13
H -2.6860 24.3693 2.5325 0.10 0.17 -0.03 0.34
H -4.3894 22.1516 6.5940 0.08 0.04 -0.15 0.17
H 1.0690 18.2454 -2.7523 0.00 -0.08 0.17 -0.04
H -0.0203 14.9682 1.9863 -0.67 0.00 -0.09 -0.32
H -3.5903 23.9688 4.2842 0.28 -0.17 0.01 0.39
H -6.0445 20.7675 -2.9423 -0.16 0.02 -0.06 0.50
H -0.2373 13.7631 -1.0132 0.05 -0.06 0.15 0.50
H -5.2256 21.4922 -1.5756 -0.25 -0.07 -0.17 -0.03
H 1.1367 13.7608 -3.0873 0.03 -0.11 -0.13 0.36
H 5.0103 14.4172 1.0309 -0.02 -0.15 0.12 0.34
H -7.8034 19.8389 0.6444 -0.03 -0.07 -0.12 0.37
H -0.3976 17.2190 2.0596 0.09 -0.24 0.00 0.35
H -4.7625 23.8347 6.2555 0.11 -0.03 0.20 0.41
H -6.4221 21.2630 6.0492 0.13 -0.29 0.00 0.38
H -6.4216 19.0955 7.1104 0.21 -0.21 0.13 0.33
H 1.4852 13.4635 -0.6652 -0.07 -0.09 -0.02 0.58
H -5.8269 18.6865 -2.1524 0.28 0.32 0.10 0.62
H 3.0117 19.3892 -1.6419 0.03 0.32 -0.01 0.53
H -5.5792 21.9438 0.8941 -0.21 -0.03 0.08 0.32
H 1.0453 17.2953 0.9909 -0.45 -0.17 -0.20 -0.23
H -4.9104 19.2378 -0.7226 -0.25 -0.06 -0.12 0.14
H -0.6470 20.0285 4.1827 -0.04 -0.02 -0.05 0.22
H -4.2855 9.8098 2.8512 0.02 0.04 -0.32 0.41
H -1.6374 21.6616 -0.4072 0.03 0.00 0.17 0.59
H -4.5613 22.5227 4.1222 0.34 0.16 0.28 -0.13
H -1.4370 19.9754 1.6078 -0.42 0.02 -0.01 -0.27
H -2.1860 14.7159 4.0153 0.00 -0.05 -0.17 -0.01
H 4.4367 14.4885 2.7356 0.09 -0.08 0.14 0.34
H -0.4477 18.2628 -0.8346 0.14 0.18 0.22 -0.67
H -7.5138 17.5978 -0.8634 -0.06 0.05 0.18 0.48
H -5.2656 20.2289 1.0897 -0.35 0.25 0.01 -0.30
H 0.8210 15.0455 -0.3478 -0.08 0.05 -0.03 -0.25
H -3.3764 20.6176 5.4398 0.03 0.14 0.09 -0.12
H -2.1012 13.0263 3.4713 -0.50 0.08 0.31 -0.19
H -1.0602 16.7675 -0.2935 -0.15 0.04 0.03 -0.47
H -6.4330 11.1962 3.2325 0.04 -0.19 0.13 0.32
H 2.1120 15.0693 -2.4288 0.15 0.12 0.01 0.38
H -6.3823 20.9896 2.1791 -0.22 0.26 -0.07 0.24
H -3.1104 23.3376 6.7309 0.07 0.19 -0.10 0.38
H 2.0370 16.5024 2.6229 0.31 0.04 0.21 0.11
H -6.5994 23.1627 -2.7313 0.00 -0.02 -0.06 0.45
H -4.8404 19.1853 6.2606 0.05 -0.05 0.05 0.23
H -3.0357 20.2413 0.8737 -0.19 -0.41 0.13 -0.37
H -5.7517 10.5453 4.7387 0.03 -0.12 0.22 0.41
H -2.6121 17.8038 2.3656 0.00 0.14 -0.34 -0.29
H -3.9518 18.1500 1.2882 0.10 0.02 -0.02 -0.22
H 0.3039 18.7330 1.6120 -0.08 -0.06 -0.18 0.34
H -1.8308 13.4691 5.2166 0.00 -0.15 0.11 0.45
H -5.9405 20.6034 4.4995 -0.11 -0.20 -0.12 -0.13
H 1.0398 13.6482 2.1302 -0.15 -0.05 0.23 0.38
H -2.1426 15.6756 1.1118 0.03 0.12 -0.07 -0.32
H -7.8808 21.4772 0.0826 -0.07 -0.12 -0.13 0.56
H -1.2601 23.8823 1.6227 -0.15 -0.15 -0.01 0.48
H -0.6149 13.2347 1.7804 -0.39 0.44 -0.21 0.47
H 5.6723 15.6187 2.1351 -0.07 0.02 0.22 0.39
H 3.5697 16.9116 3.4186 0.17 0.06 0.16 0.43
H -1.1418 21.7510 2.8503 0.05 0.21 -0.14 0.18
H -2.7995 21.9304 2.2814 0.26 0.33 0.12 -0.41
H 0.2016 19.7948 -2.8006 0.01 -0.10 -0.01 0.22
H -3.1773 20.2158 3.7576 0.21 0.41 0.15 -0.32
H 2.9161 17.8974 2.0678 0.18 0.11 0.03 0.19
H -6.6784 17.9718 0.6669 0.04 -0.18 0.11 0.04
H -0.3201 20.4824 -0.3619 0.09 0.15 -0.26 -0.12
H 1.5411 19.5768 -0.6962 0.21 -0.01 -0.11 -0.14
H -7.1151 22.9282 -1.0687 0.00 0.15 -0.13 0.28
H -5.9134 16.9398 -0.5876 0.03 0.00 0.29 0.31
H 1.6819 19.5618 -3.7458 -0.12 -0.02 0.04 0.51
H -3.4424 11.0671 3.7942 0.04 -0.21 -0.12 0.27
H -1.7622 20.1946 -1.3784 0.12 0.08 -0.05 0.35
H -1.0798 24.2733 3.3090 -0.18 0.00 0.11 0.35
H -8.0812 22.2573 -2.3764 0.01 -0.08 -0.06 0.32
H -5.4955 12.2544 4.2591 0.00 -0.15 0.20 0.17
H -7.5416 20.2048 5.2397 0.04 -0.02 -0.28 0.42

***

15
Properties=species:S:1:pos:R:3:forces:R:3:mulliken_charge:R:1 method="wB97M-V/def2-TZVPD" e_above_lowest_kcal_mol=61.9 e_lumo_ev="0.232 / 0.232" homo_energy_ha="-0.293 / -0.293"
P 0.0611 0.6643 -1.3316 -1.84 -2.49 0.18 0.31
F -3.0116 0.7740 0.4627 -0.25 -0.38 0.32 -0.22
F -2.8703 -1.2685 -0.3284 -0.40 0.09 0.28 -0.22
F -1.3826 -0.5814 1.1316 -0.98 0.15 0.15 -0.18
O 0.9240 -0.5664 -0.7638 1.07 1.03 -0.31 -0.19
O 0.5394 1.7548 -0.3788 1.01 2.12 1.16 -0.12
C 1.2307 1.9248 0.8811 1.79 4.00 -1.62 -0.48
C -2.1775 -0.1847 0.0495 3.46 0.77 -1.46 0.11
C 0.6631 -1.9632 -0.8050 -0.89 0.89 0.27 -0.50
H -0.2873 -1.9384 -0.2814 0.04 -1.55 0.34 0.29
H 0.5296 -2.2992 -1.8068 -0.16 -0.28 -0.90 0.25
H 0.6849 2.7264 1.4043 0.08 -0.56 -0.11 0.26
H 2.3520 2.4081 0.7347 -2.84 -1.64 -0.04 0.23
H 1.5043 -2.5032 -0.3778 -0.26 0.15 0.41 0.21
H 1.2400 1.0525 1.4098 0.17 -2.31 1.34 0.28

***

16
Properties=species:S:1:pos:R:3:forces:R:3:mulliken_charge:R:1 method="wB97M-V/def2-TZVPD" e_above_lowest_kcal_mol=78.5 e_lumo_ev=0.037 homo_energy_ha=-0.341
O 1.1573 -1.3086 2.3361 -2.85 1.52 -3.26 -0.70
O -1.2642 2.4209 0.4682 1.63 -0.64 -0.61 -0.60
O 0.3839 1.8865 -1.0167 -0.52 6.11 1.61 -0.50
N -0.6615 -0.3712 1.2402 -3.59 2.86 -2.04 -0.23
C -0.9893 0.1980 -0.1848 1.67 -4.58 1.69 0.29
C 1.1323 -1.2350 -0.1031 -0.34 5.25 0.62 -0.49
C -0.5944 1.6010 -0.1558 -2.44 1.70 -0.53 0.34
C -0.0839 -0.7378 -1.0001 2.19 0.36 -3.14 -0.67
C 0.4918 -0.9459 1.2820 6.62 -3.42 3.73 0.30
H 2.1357 -0.5732 -0.1288 -2.39 -1.38 -0.10 0.18
H -0.6359 -1.6961 -1.0927 0.00 0.81 -0.91 0.30
H -1.9705 -0.1805 -0.5060 -0.20 1.58 0.55 0.34
H 0.3284 3.0857 -0.8541 0.63 -5.04 -0.89 0.44
H 0.2219 -0.0816 -2.1646 -1.03 -2.73 3.66 0.29
H -1.0688 0.1696 1.9996 0.35 -0.55 0.13 0.31
H 1.4170 -2.2319 -0.1194 0.26 -1.84 -0.51 0.39